No. 1
C6H29NO7 | the ωB97M-V functional and the def2-TZVPD basis

Each line ends with the Löwdin charge.
Atoms and positions in Å:
C -2.08 2.59 0.67  -0.07
C -2.55 1.51 -0.39  -0.27
N -1.39 1.06 -1.10  -0.20
C -1.42 -0.37 -1.53  -0.22
C 0.05 -0.80 -1.23  -0.10
C -1.14 2.00 -2.31  -0.23
C 0.27 2.41 -2.42  -0.09
H -0.99 2.53 1.06  0.09
H -2.72 2.70 1.52  0.04
H -2.03 3.51 0.16  0.04
H -3.07 0.63 0.09  0.10
H -3.42 1.97 -1.14  0.15
H -1.77 -0.41 -2.58  0.10
H -2.16 -1.06 -0.94  0.13
H 0.74 0.04 -1.15  0.03
H 0.27 -1.74 -1.75  0.07
H 0.03 -1.05 -0.14  0.07
H -1.84 2.81 -2.27  0.08
H -1.36 1.60 -3.30  0.11
H 0.90 2.70 -1.58  0.06
H 0.41 2.87 -3.32  0.04
H 0.73 1.38 -2.66  0.09
H -1.47 -0.79 4.23  0.02
H -0.94 0.43 3.77  -0.07
O -1.38 0.15 4.46  0.00
H 3.40 -2.50 0.30  0.04
H 4.26 -1.81 1.39  0.09
O 3.59 -1.63 0.68  -0.06
H 0.69 1.20 0.43  0.03
H 2.08 1.67 1.30  0.07
O 1.62 1.61 0.37  -0.16
H -2.47 -2.09 2.78  0.02
H -1.58 -3.01 2.19  -0.01
O -1.57 -2.22 2.65  0.00
H 2.85 -0.12 1.62  -0.01
H 3.13 0.45 2.98  0.05
O 2.42 0.27 2.38  -0.05
H 3.73 -2.08 -1.82  0.02
H 2.70 -1.27 -2.76  0.03
O 3.10 -2.12 -2.57  -0.07
H 0.53 -4.30 1.27  0.05
H 0.08 -4.22 -0.06  -0.04
O -0.23 -4.50 0.73  0.02

Output
Relative energy (zero: lowest compared OMol25 entry of this formula, charge and spin) ... 3.3603 eV
HOMO ... -8.52 eV
Kohn-Sham gap ... 8.4 eV
Net charge ... 0



No. 2
CH2O4S2 | the ωB97M-V functional and the def2-TZVPD basis

Each line ends with the Löwdin charge.
Atoms and positions in Å:
C -0.58 0.52 1.16  -0.47
O -3.26 0.72 0.65  -0.71
O 2.16 0.50 0.59  -0.51
O -1.84 -0.24 -1.24  -0.66
O 0.72 2.09 -0.55  -0.55
S -1.90 0.80 -0.15  0.50
S 0.85 0.72 -0.03  0.43
H -0.23 -0.46 1.43  -0.08
H 0.75 0.06 -1.36  0.05

Output
Relative energy (zero: lowest compared OMol25 entry of this formula, charge and spin) ... 2.4902 eV
HOMO ... 1.10 eV
Kohn-Sham gap ... 5.2 eV
Net charge ... -2



No. 3
C8H16AsBiF6N2O3 | the ωB97M-V functional and the def2-TZVPD basis

Each line ends with the Löwdin charge.
Atoms and positions in Å:
Bi -1.49 1.22 -1.37  2.22
C -3.44 -0.73 2.96  0.09
N -2.21 -0.01 2.93  0.02
C -1.55 0.22 4.18  0.08
C -1.69 0.41 1.77  -0.28
O -2.29 0.28 0.67  -0.03
C -0.31 1.07 1.73  -0.05
O 0.16 1.10 0.39  -0.26
C 1.13 0.13 -0.01  -0.05
C 0.58 -0.91 -0.97  -0.31
O -0.58 -0.68 -1.50  -0.21
N 1.25 -1.99 -1.32  -0.09
C 2.53 -2.37 -0.80  0.03
C 0.73 -2.87 -2.33  0.03
H -4.20 -0.19 3.55  0.18
H -3.30 -1.68 3.49  0.17
H -3.82 -0.90 1.95  0.13
H -2.27 0.17 5.00  0.15
H -1.05 1.19 4.22  0.14
H -0.80 -0.55 4.39  0.17
H 0.40 0.57 2.38  0.16
H -0.39 2.12 2.06  0.19
H 1.57 -0.33 0.88  0.15
H 1.91 0.70 -0.54  0.18
H 2.91 -1.73 0.00  0.10
H 3.27 -2.37 -1.61  0.14
H 2.48 -3.40 -0.44  0.13
H -0.31 -2.65 -2.56  0.10
H 0.84 -3.91 -2.02  0.13
H 1.31 -2.77 -3.26  0.14
F 0.40 1.93 -1.87  -0.50
As 1.37 3.19 -3.67  0.98
F 1.81 1.51 -3.99  -0.24
F -0.26 2.71 -4.13  -0.27
F 1.98 3.99 -4.96  -0.09
F 0.64 4.40 -2.68  -0.21
F 2.66 3.13 -2.48  -0.22

Output
<S²> ... 0.763
Spin multiplicity ... 2
Relative energy (zero: lowest compared OMol25 entry of this formula, charge and spin) ... 1.8645 eV
HOMO (alpha / beta) ... -20.45 / -20.45 eV
Kohn-Sham gap (alpha / beta) ... 8.3 / 4.3 eV
Net charge ... +3



No. 4
C6H10NO3S | the ωB97M-V functional and the def2-TZVPD basis

Each line ends with the Löwdin charge.
Atoms and positions in Å:
C -1.83 -2.64 -2.25  -0.01
C -1.74 -2.41 -1.07  0.02
C 1.36 -0.18 -0.32  -0.45
C -0.53 2.08 1.23  -0.11
C -0.76 0.72 0.55  -0.31
C 0.46 -0.11 0.63  -0.38
N 2.41 -1.10 -0.33  0.07
O -0.76 -1.99 1.77  -0.55
O 1.33 0.55 -1.55  -0.05
O 1.70 -1.90 2.04  -0.53
S 0.44 -1.19 2.10  0.67
H -2.30 -2.75 -3.20  -0.01
H 1.87 0.06 -2.32  0.15
H -1.25 -2.37 -0.18  -0.05
H -0.11 1.88 2.22  0.06
H 0.37 2.31 0.56  0.08
H -1.36 2.84 1.11  0.07
H -1.70 0.13 0.73  0.11
H -0.76 0.99 -0.53  0.10
H 2.17 -1.60 0.53  0.00
H 3.34 -0.61 -0.27  0.10

Output
Relative energy (zero: lowest compared OMol25 entry of this formula, charge and spin) ... 2.9527 eV
HOMO ... -3.49 eV
Kohn-Sham gap ... 6.9 eV
Net charge ... -1



No. 5
C18H19N3OS | the ωB97M-V functional and the def2-TZVPD basis

Each line ends with the Löwdin charge.
Atoms and positions in Å:
O -2.07 -1.23 1.62  0.02
C -2.12 -1.81 0.54  -0.49
N -1.06 -2.46 0.03  0.07
H -1.13 -2.88 -0.89  0.15
C 0.24 -2.45 0.65  -0.12
C 1.27 -1.66 -0.12  -0.22
C 0.91 -0.72 -1.08  -0.05
C 1.87 0.01 -1.74  -0.07
C 3.21 -0.18 -1.46  -0.09
C 3.58 -1.12 -0.51  -0.09
C 2.62 -1.86 0.15  -0.05
H 2.91 -2.59 0.89  0.11
H 4.63 -1.28 -0.29  0.10
H 3.96 0.40 -1.97  0.11
H 1.57 0.75 -2.47  0.11
H -0.14 -0.55 -1.30  0.10
H 0.59 -3.48 0.78  0.13
H 0.10 -2.00 1.64  0.13
C -3.35 -1.78 -0.34  -0.10
H -4.24 -1.95 0.27  0.13
H -3.30 -2.55 -1.11  0.11
C -3.44 -0.39 -0.99  -0.24
C -3.86 0.68 0.02  -0.46
H -4.94 0.80 0.05  0.08
H -3.52 0.43 1.02  0.06
S -3.22 2.34 -0.41  0.97
C -1.52 2.19 -0.03  -0.68
N -0.63 2.94 -0.60  0.11
C 0.56 2.62 0.00  -0.26
C 1.85 3.10 -0.23  -0.03
C 2.87 2.57 0.53  -0.11
C 2.64 1.59 1.49  -0.10
C 1.37 1.09 1.73  -0.03
C 0.34 1.62 0.97  -0.21
N -1.01 1.37 0.95  0.14
H -1.48 0.65 1.48  0.11
H 1.19 0.34 2.48  0.11
H 3.47 1.20 2.06  0.10
H 3.88 2.92 0.38  0.10
H 2.02 3.87 -0.97  0.11
H -4.16 -0.41 -1.82  0.11
H -2.47 -0.13 -1.42  0.09

Output
Relative energy (zero: lowest compared OMol25 entry of this formula, charge and spin) ... 0.0874 eV
HOMO ... -7.76 eV
Kohn-Sham gap ... 8.3 eV
Net charge ... 0



No. 6
C29H26HgO4Sb | the ωB97M-V functional and the def2-TZVPD basis

Each line ends with the Löwdin charge.
Atoms and positions in Å:
Hg 0.50 2.19 4.39  0.22
O -1.76 1.33 1.58  -0.01
C -1.28 0.24 1.27  -0.54
O 0.02 -0.05 1.15  -0.26
C -2.25 -0.90 1.03  -0.12
C -1.91 -2.25 1.27  -0.02
C -2.76 -3.29 0.85  0.00
C -3.99 -2.85 0.44  -0.19
O -5.00 -3.73 0.00  0.01
C -6.16 -2.95 -0.13  -0.13
O -5.79 -1.55 0.12  0.03
C -4.47 -1.56 0.42  -0.22
C -3.58 -0.53 0.68  0.09
H -0.90 -2.48 1.65  0.12
H -2.37 -4.31 0.92  0.13
H -6.97 -3.30 0.52  0.14
H -6.45 -2.92 -1.22  0.15
H -3.98 0.47 0.70  0.13
C -1.31 1.37 -2.44  -0.05
C -1.11 -0.15 -2.51  -0.25
C -2.02 -0.94 -3.25  -0.07
C -2.09 -2.28 -3.05  -0.10
C -1.19 -2.88 -2.19  -0.08
C -0.08 -2.14 -1.72  -0.17
C -0.03 -0.79 -1.79  -0.27
Sb 1.46 0.16 -0.39  1.73
C 1.39 2.36 -0.28  -0.29
C 0.57 3.11 0.58  -0.12
C 0.47 4.51 0.36  -0.09
C 1.23 5.18 -0.57  -0.11
C 2.07 4.44 -1.34  -0.05
C 2.19 3.03 -1.18  -0.34
C 3.23 2.31 -1.97  -0.09
C 2.93 -0.73 1.00  -0.30
C 2.83 -2.13 1.17  -0.12
C 2.93 -2.60 2.48  -0.08
C 3.44 -1.77 3.53  -0.07
C 3.84 -0.48 3.19  -0.05
C 3.64 0.04 1.86  -0.32
C 4.34 1.33 1.57  -0.06
H -2.33 1.70 -2.84  0.10
H -0.59 1.89 -3.02  0.06
H -1.26 1.82 -1.43  0.07
H -2.74 -0.42 -3.92  0.12
H -2.88 -2.90 -3.51  0.12
H -1.21 -3.91 -1.87  0.10
H 0.71 -2.68 -1.25  0.07
H -0.11 2.71 1.37  0.04
H -0.38 4.98 0.93  0.12
H 1.16 6.27 -0.48  0.11
H 2.78 4.91 -2.09  0.13
H 3.23 1.28 -1.74  -0.01
H 4.18 2.75 -1.69  0.09
H 3.14 2.39 -3.04  0.08
H 2.67 -2.78 0.31  0.09
H 2.70 -3.64 2.66  0.09
H 3.36 -2.08 4.56  0.10
H 4.25 0.17 3.93  0.09
H 4.85 1.74 2.49  0.09
H 3.67 2.13 1.08  0.09
H 5.16 1.18 0.83  0.09

Output
<S²> ... 0.762
Spin multiplicity ... 2
HOMO (alpha / beta) ... -6.38 / -8.07 eV
Kohn-Sham gap (alpha / beta) ... 6.4 / 7.8 eV
Net charge ... 0